Here is a cluster of 3 separate species, C25H55BI2N3O8 in total from the Open Molecules 2025 dataset. Energies are from ωB97M-V with the def2-TZVPD basis set.

Geometry (Å):
I (-2.42816, 3.20561, -6.71658)
I (-4.06737, 3.07025, 1.01113)
O (4.12644, 4.59905, 0.43978)
O (-4.79842, 0.49322, -0.55619)
O (-5.52562, -2.46463, 0.50057)
O (5.96903, -5.32227, 2.26601)
O (6.43444, -1.31116, 4.61695)
O (-4.91469, 2.38528, -1.91957)
O (-6.11379, -1.51260, -2.12561)
O (1.57207, 0.61208, 0.32615)
N (1.48028, 3.65878, -0.56897)
N (5.19182, -2.26869, 2.09035)
N (-1.33540, 0.17495, -1.34810)
C (-3.76956, 1.04895, -4.90758)
C (4.68283, -3.41643, 1.35400)
C (-6.83782, -2.45284, -0.01789)
C (-5.34325, -1.65493, 1.65840)
C (-5.64992, -0.26219, -2.63443)
C (-3.82949, 1.55189, -2.31190)
C (-4.36871, 0.17562, -1.87630)
C (-1.93727, -0.91852, -1.59189)
C (2.86771, 0.99108, 0.72834)
C (-3.87915, -1.25451, 1.80152)
C (7.57479, -0.73455, 4.02234)
C (-2.92970, 1.20285, -6.16829)
C (4.76384, 4.56992, -0.81535)
C (2.91223, 5.34449, 0.47898)
C (-3.42049, -1.02337, -1.84706)
C (4.48426, -1.94955, 3.31932)
C (4.68031, -4.77686, 2.04114)
C (-7.05960, -1.39195, -1.08359)
C (0.54688, 1.56777, 0.58853)
C (6.61605, -4.88510, 3.44226)
C (1.70287, 4.44997, 0.62648)
C (-1.23823, -2.26040, -1.67833)
C (-3.31088, 1.88242, -3.71290)
C (5.19127, -0.85900, 4.09056)
C (0.42026, 2.65816, -0.46245)
B (-5.26980, 1.88643, -0.59829)
H (-6.42725, 2.05601, -0.27949)
H (4.35865, -2.81255, 3.98840)
H (-4.81862, 1.25090, -5.14946)
H (3.43199, 0.07673, 0.92522)
H (-5.68346, -2.22075, 2.54140)
H (-1.10605, -2.54245, -2.72860)
H (5.34995, 0.01463, 3.45015)
H (2.96873, 6.01565, 1.34013)
H (6.17437, -2.39949, 2.29136)
H (-5.98093, -0.76521, 1.57668)
H (-3.83330, -1.70123, -1.08871)
H (-7.06389, -3.45632, -0.39547)
H (-3.57407, 2.93048, -3.88898)
H (4.88183, 5.57828, -1.22787)
H (7.50425, 0.35797, 3.99835)
H (-0.52913, 3.16788, -0.27928)
H (0.32047, 2.17552, -1.43737)
H (0.67653, 1.97757, 1.59798)
H (4.11874, -4.75734, 2.98355)
H (-1.83196, -3.05140, -1.21167)
H (3.48223, -1.59094, 3.06044)
H (4.17225, -5.47827, 1.37549)
H (-3.45212, 0.82224, -7.04491)
H (-2.21491, 1.83811, -3.66563)
H (-3.70111, -0.01592, -4.64879)
H (5.75119, 4.13498, -0.66468)
H (4.56372, -0.55637, 4.93242)
H (-6.99139, -0.40089, -0.62564)
H (-7.55506, -2.23522, 0.79077)
H (-3.26900, -1.83785, 1.10718)
H (1.83716, 3.84854, 1.53775)
H (-8.08168, -1.52371, -1.48182)
H (7.74180, -1.08473, 2.99677)
H (3.40409, 1.55774, -0.04075)
H (-2.98957, 1.72807, -1.62791)
H (-0.33806, 0.00052, -1.19315)
H (0.82681, 5.08604, 0.79136)
H (-1.97486, 0.68324, -6.08626)
H (5.90156, -4.72247, 4.25565)
H (5.27000, -3.50981, 0.43720)
H (-3.51283, -1.45460, 2.81343)
H (3.65380, -3.19563, 1.04888)
H (-0.25529, -2.22220, -1.20097)
H (-5.50189, -0.38266, -3.70872)
H (8.43212, -1.01751, 4.63130)
H (7.18029, -3.95878, 3.29716)
H (-3.53406, -1.59231, -2.78462)
H (-6.40567, 0.51084, -2.47553)
H (2.34469, 3.20976, -0.84126)
H (-3.71826, -0.20293, 1.56134)
H (2.82094, 5.95240, -0.42742)
H (7.31390, -5.66801, 3.73885)
H (4.22316, 3.96536, -1.55240)
H (2.84116, 1.59450, 1.64257)
H (-0.39207, 1.01436, 0.58406)

Forces on atoms 1 to 2 (eV/Å):
0.0 0.2 -0.1
0.4 0.3 0.5

Properties
max |F| = 1.15 eV Å⁻¹
charge = -1
gap between HOMO and LUMO = 6.81 eV
LUMO energy = 2.06 eV


Here is a structure of composition C25H55CoNO2Si2 from the Open Molecules 2025 dataset. Energies are from ωB97M-V with the def2-TZVPD basis set.

Geometry (Å):
Co (1.96226, 1.30486, -0.03119)
Si (-2.27967, 0.02286, 2.80839)
Si (3.18124, 0.68977, -2.05199)
O (-0.74364, 0.88807, -2.62071)
O (-2.76083, -3.75195, -1.36086)
N (1.83572, 3.08242, 1.24250)
C (-4.11574, 0.09669, 2.50582)
C (-0.64319, -4.74125, -1.81880)
C (-1.29415, -1.56344, 3.05228)
C (-1.51848, 1.41261, 3.89279)
C (-1.56651, -1.21622, -3.64397)
C (-1.71954, 0.52741, 1.11302)
C (-5.13259, -3.84394, -1.04731)
C (2.21091, -0.91594, 2.17399)
C (2.87049, -0.98906, -1.21370)
C (2.04060, 0.42069, 1.83664)
C (1.64319, 2.74897, 2.67601)
C (0.93159, 4.16474, 0.83514)
C (-0.51044, -0.50970, -2.78613)
C (2.65279, -1.32032, 3.45071)
C (4.84832, 1.31924, -1.46855)
C (-1.54647, -4.14796, -0.75302)
C (2.80027, -0.37474, 4.46839)
C (-3.80549, -3.46238, -0.42534)
C (-2.12408, 1.27611, -2.39629)
C (1.90824, 2.07291, -1.74730)
C (3.25244, 3.42872, 1.01681)
C (3.11954, 0.40985, -3.89991)
C (-2.37919, 2.30885, -3.48238)
C (2.45168, 0.94598, 4.20609)
C (2.06791, 1.33435, 2.90363)
H (-0.34186, -3.98731, -2.55177)
H (-4.74410, 0.06036, 3.40766)
H (-1.69058, -4.89949, 0.04922)
H (-1.47833, 2.37854, 3.35463)
H (4.89302, 2.41086, -1.58945)
H (3.86814, 2.55009, 1.24479)
H (-0.80416, 0.61667, 1.74354)
H (2.58303, -1.70286, -1.99965)
H (4.13524, 0.21481, -4.27160)
H (3.57440, 4.25717, 1.66313)
H (-5.26778, -3.35169, -2.01195)
H (-2.27068, -1.75529, -2.98819)
H (-1.96949, 1.53992, 0.72220)
H (2.25669, 3.12255, -1.94720)
H (-0.08772, 3.91413, 1.14916)
H (0.91638, 1.92468, -2.23984)
H (0.25214, -5.14565, -1.34498)
H (-2.27579, 1.67269, -1.37948)
H (5.61564, 0.85883, -2.10664)
H (-5.95777, -3.56480, -0.39085)
H (2.72567, 1.31430, -4.38263)
H (-1.74414, 3.17766, -3.22951)
H (3.38061, 3.70421, -0.03282)
H (-2.10274, 1.91940, -4.48282)
H (-2.10361, 1.57948, 4.81052)
H (-3.76591, -2.37443, -0.22905)
H (-1.48943, -0.14674, 0.27391)
H (-1.25303, -2.15263, 2.12374)
H (2.89317, -2.36198, 3.64680)
H (-3.67154, -3.99524, 0.54040)
H (-1.74079, -2.19277, 3.83472)
H (5.05976, 1.06690, -0.41783)
H (3.18027, -0.67096, 5.44820)
H (0.59067, 2.91021, 2.96073)
H (2.20250, 3.47180, 3.29404)
H (-4.39169, -0.73219, 1.83991)
H (-2.08535, -0.50297, -4.31211)
H (-0.24031, -1.38679, 3.32695)
H (0.46744, -0.49952, -3.28821)
H (-5.16783, -4.92519, -1.20290)
H (2.02146, -1.71312, 1.43645)
H (-0.47831, 1.22573, 4.21430)
H (3.82539, -1.33365, -0.78672)
H (2.47301, -0.44223, -4.15438)
H (-1.00915, -1.92895, -4.25961)
H (2.10849, -1.06813, -0.41676)
H (-1.07542, -3.25204, -0.31080)
H (-0.36161, -0.99895, -1.78573)
H (-1.15654, -5.55135, -2.35127)
H (-3.43658, 2.59131, -3.52209)
H (0.94602, 4.26492, -0.25117)
H (2.51887, 1.70034, 4.98386)
H (-4.34015, 1.02222, 1.95673)
H (-2.83735, 0.43410, -2.53408)
H (1.21455, 5.11487, 1.31173)

Forces on atoms 1 to 2 (eV/Å):
-0.6 -1.2 3.8
-0.1 0.5 -0.9

Properties
max |F| = 4.07 eV Å⁻¹
multiplicity = 5
ΔE to the lowest compared entry with this formula, charge and spin = 1.3027 eV
charge = +1
gap between HOMO and LUMO (spin up / spin down) = 9.56 / 5.68 eV
LUMO energy (spin up / spin down) = -1.91 / -5.83 eV


Here is a cluster of 4 separate species, C25H56BClO2 in total from the Open Molecules 2025 dataset. Energies are from ωB97M-V with the def2-TZVPD basis set.

Geometry (Å):
Cl (-3.18585, -1.39383, -0.86695)
O (-0.59289, 1.33445, -4.91776)
O (-0.49740, 2.52837, -3.01435)
C (7.79502, -3.22589, 3.24279)
C (5.01519, -0.67289, 1.13120)
C (6.72627, -5.53993, 3.40696)
C (-4.42789, 1.71467, -0.45423)
C (1.95068, 1.09592, -0.13198)
C (8.83722, -6.75855, 2.57299)
C (2.95503, -1.24328, -0.30651)
C (2.83037, 0.14228, -0.93666)
C (-7.51203, 4.73448, -0.85459)
C (-2.26902, -0.30735, -1.99688)
C (8.00248, -6.30190, 3.76855)
C (-9.13758, 6.55976, -0.04135)
C (-10.44467, 4.95624, 1.45651)
C (3.61004, -1.27042, 1.07520)
C (6.94486, -4.29031, 2.55570)
C (-6.25364, 5.59218, -0.76026)
C (6.02289, -1.40999, 0.25461)
C (-1.62393, -1.20776, -3.07241)
C (-1.16775, 1.84245, -3.98604)
C (-2.64319, 1.81506, -3.72809)
C (-0.36331, -1.89352, -2.55620)
C (-8.78168, 5.54004, -1.12472)
C (8.10319, -7.72958, 1.65317)
C (-4.54694, 1.24521, -1.92263)
C (-9.31209, 5.97384, 1.35900)
B (-3.14913, 0.89183, -2.54005)
H (-10.06412, 7.06462, -0.33218)
H (-7.62558, 4.15029, 0.06303)
H (1.86187, 2.06344, -0.63090)
H (9.74295, -7.24153, 2.94870)
H (-0.05425, -2.73023, -3.18752)
H (2.35808, 1.28192, 0.86219)
H (-6.09757, 6.15744, -1.68154)
H (-6.30689, 6.30168, 0.06655)
H (-8.37109, 7.33880, -0.00627)
H (6.21938, -5.25282, 4.33367)
H (7.01548, -0.96838, 0.35602)
H (-7.38617, 4.00786, -1.66233)
H (-4.29548, 0.87606, 0.23057)
H (3.51389, -1.89109, -0.98741)
H (-5.37375, 4.96706, -0.59785)
H (0.37465, 2.12295, -2.90137)
H (-5.20927, 0.37519, -1.98152)
H (7.72599, -7.17826, 4.36318)
H (-0.53719, -2.28727, -1.54932)
H (5.96768, -3.85977, 2.32058)
H (-11.39593, 5.40471, 1.16247)
H (8.62576, -5.68319, 4.41996)
H (3.81801, 0.58804, -1.08046)
H (7.79008, -8.62126, 2.20031)
H (-10.55072, 4.58890, 2.47802)
H (7.89562, -2.34311, 2.60916)
H (-1.43401, -0.66242, -3.99530)
H (7.21423, -7.27544, 1.21293)
H (6.08975, -2.45895, 0.54615)
H (1.95650, -1.68491, -0.22598)
H (-5.00396, 2.05837, -2.49878)
H (-9.51105, 6.79386, 2.05377)
H (4.98827, 0.38386, 0.85107)
H (8.74666, -8.05036, 0.83294)
H (5.75211, -1.36806, -0.80147)
H (-8.37788, 5.51435, 1.69341)
H (-5.36345, 2.20654, -0.17023)
H (-2.95313, 2.83569, -3.46728)
H (-3.16524, 1.56714, -4.65944)
H (-1.47972, 0.11907, -1.36067)
H (6.03650, -6.20850, 2.88456)
H (-2.36751, -1.97603, -3.31077)
H (-3.61647, 2.43265, -0.30980)
H (2.97252, -0.74758, 1.79371)
H (7.39884, -4.55954, 1.59778)
H (-9.61703, 4.84871, -1.26522)
H (5.36034, -0.70238, 2.16849)
H (0.47370, -1.19054, -2.49647)
H (0.94411, 0.68650, -0.01054)
H (7.33798, -2.91345, 4.18414)
H (-8.66938, 6.06994, -2.07592)
H (-10.26763, 4.09171, 0.81500)
H (2.40281, 0.02884, -1.93747)
H (9.17348, -5.89229, 1.99658)
H (3.65261, -2.30992, 1.41588)
H (8.80039, -3.59046, 3.45816)

Forces on atoms 1 to 2 (eV/Å):
0.1 0.0 0.1
-0.2 0.1 0.5

Properties
max |F| = 0.73 eV Å⁻¹
charge = 0
SMILES = CCB(CC(=O)O)[C@@H](Cl)CC.CCCCCC.CCCCCC.CCCCCC
gap between HOMO and LUMO = 10.80 eV
LUMO energy = 0.54 eV


Number 1: electronic energy -2372.0151 a.u.. Number 2: electronic energy -3152.1545 a.u.. Number 3: electronic energy -1621.7023 a.u..